Computed, not measured: a structure of composition C31H32ClLuN2O2P2SSe in a non-equilibrium geometry, with ωB97M-V/def2-TZVPD.

Structure (XYZ):
```
73
Properties=species:S:1:pos:R:3:forces:R:3:mulliken_charge:R:1
Lu -0.1572 0.1182 -2.6064 0.0218 -0.1982 -3.1276 0.54
C -1.2099 0.2836 5.6001 0.0097 0.0852 -0.0793 -0.71
S 0.0650 -0.9899 5.4321 -0.1473 -0.1751 -0.1273 -0.14
C -0.3197 -1.5868 3.7511 0.1017 0.2646 0.1093 -0.95
C 0.0332 -0.5686 2.6707 -0.0999 -0.1709 -0.1931 0.67
C -0.2419 -1.1522 1.2758 -0.0677 0.0867 0.0396 -1.73
N -0.0064 -0.1542 0.1988 0.4499 -0.1067 -1.3021 0.37
P 1.6221 -0.4697 -0.7996 -1.7094 0.1546 2.3876 0.52
C 2.7875 -0.7581 0.5730 0.5810 0.0568 0.3023 0.42
C 3.1288 -2.0243 1.0729 -0.0464 -0.1087 0.0992 -0.26
C 4.0394 -2.1640 2.1251 -0.2209 0.2214 -0.2217 -0.79
C 4.6299 -1.0392 2.6927 -0.0955 0.0031 -0.0808 -0.46
C 4.3136 0.2260 2.2076 -0.3156 -0.0708 -0.2460 -0.64
C 3.4035 0.3642 1.1555 0.0796 0.0204 0.0676 -0.27
C 1.3152 -2.0957 -1.5692 0.6274 -1.1944 0.8242 0.93
C 0.0530 -2.6920 -1.6880 0.2298 -0.5336 0.1434 0.03
C -0.1120 -3.9267 -2.3264 0.2513 -0.0860 0.3386 -0.63
C 0.9836 -4.5795 -2.8828 -0.3191 0.2254 0.2051 -0.53
C 2.2421 -3.9943 -2.8090 0.0395 0.5416 0.0911 -0.70
C 2.4035 -2.7630 -2.1663 -0.0831 -0.0034 -0.0656 -1.04
P -1.6339 0.6565 -0.4606 1.6467 0.0806 1.9656 0.06
C -1.0153 2.3654 -0.6986 0.1574 0.4872 -0.1458 0.56
C -1.7247 3.1998 -1.5805 -0.1087 0.1367 -0.0891 -0.76
C -1.3304 4.5231 -1.7972 0.0160 -0.2568 0.2073 -0.72
C -0.2175 5.0351 -1.1369 -0.0852 -0.1510 -0.0248 -0.51
C 0.4987 4.2258 -0.2592 -0.2442 -0.3686 -0.0147 -0.71
C 0.1012 2.9030 -0.0409 0.2409 0.2700 0.1247 -0.23
C -2.6625 0.7985 1.0460 -0.6351 -0.3913 0.2866 0.24
C -2.6284 1.8751 1.9435 -0.0119 0.1608 0.1903 -0.12
C -3.4969 1.9316 3.0397 0.2039 -0.1489 -0.3651 -0.73
C -4.4211 0.9141 3.2565 0.0904 0.0014 -0.0953 -0.51
C -4.4833 -0.1584 2.3738 0.2497 0.0488 -0.2203 -0.77
C -3.6193 -0.2094 1.2761 -0.0058 -0.0086 0.0710 -0.30
H -1.2087 0.6545 6.6287 0.1168 -0.1638 -0.1253 0.40
H -2.1976 -0.1320 5.3863 0.0833 0.0398 -0.0203 0.18
H -1.0062 1.1268 4.9365 -0.1073 -0.0702 0.0456 0.20
H -1.3792 -1.8597 3.7051 0.0542 0.0338 0.0261 0.33
H 0.2594 -2.5037 3.5974 -0.0200 0.0839 0.1741 0.43
H 1.0869 -0.2899 2.7625 -0.0298 -0.0830 -0.0818 0.07
H -0.5404 0.3479 2.8172 -0.0735 -0.0263 -0.0871 -0.35
H -1.2589 -1.5549 1.2288 -0.1296 0.1767 0.0402 0.61
H 0.3734 -2.0486 1.1486 0.1734 0.1770 -0.2060 0.72
H 2.6820 -2.9272 0.6651 0.0047 0.1863 -0.1142 0.34
H 4.2826 -3.1542 2.5021 -0.0750 0.1542 -0.1082 0.42
H 5.3334 -1.1485 3.5138 -0.0980 0.0199 -0.1375 0.40
H 4.7707 1.1077 2.6486 -0.0932 -0.1212 -0.1166 0.42
H 3.1731 1.3658 0.7970 0.0071 -0.1726 -0.0531 0.42
H -0.8342 -2.2067 -1.2953 -0.0361 0.0062 0.2391 0.15
H -1.1017 -4.3700 -2.3971 0.1511 0.1628 -0.0097 0.41
H 0.8533 -5.5344 -3.3846 0.0084 0.1518 0.0864 0.38
H 3.1008 -4.4878 -3.2572 -0.1281 0.1445 0.0960 0.41
H 3.3998 -2.3238 -2.1382 -0.1619 -0.0156 0.0346 0.45
H -2.6012 2.8268 -2.1071 0.2016 -0.0332 0.0441 0.47
H -1.8952 5.1515 -2.4810 0.0867 -0.1773 0.0950 0.44
H 0.0900 6.0638 -1.3043 -0.0287 -0.1731 -0.0025 0.38
H 1.3660 4.6224 0.2618 -0.1278 -0.1029 -0.0757 0.42
H 0.6672 2.3046 0.6680 -0.1266 -0.0863 -0.1515 0.57
H -1.9290 2.6955 1.8123 -0.0139 -0.1404 -0.1466 0.44
H -3.4514 2.7789 3.7194 0.0322 -0.1314 -0.1489 0.44
H -5.0978 0.9626 4.1055 0.0972 -0.0053 -0.1276 0.42
H -5.2111 -0.9506 2.5288 0.1402 0.1174 -0.0716 0.42
H -3.7056 -1.0519 0.5914 0.0631 0.1737 0.0351 0.48
Se -2.1598 0.7835 -4.3797 -1.2241 0.3037 -0.9332 0.32
C -3.5341 1.2355 -5.5995 0.8938 -0.2534 0.9833 -0.02
N -4.3745 1.5115 -6.3456 0.3511 -0.1223 0.3060 -0.52
Cl 2.5391 -0.9181 -5.7476 0.0004 -0.0223 0.1130 -0.22
C 1.1452 0.1789 -5.5510 -0.2944 0.0452 -0.2694 0.16
C 1.5473 1.4470 -4.7970 1.7794 1.9131 -4.3583 0.60
O 2.1528 2.3227 -5.4806 -1.4962 -2.0173 2.5339 -0.70
O 1.1716 1.4990 -3.5889 -0.6623 -0.2245 2.1621 -0.56
H 0.3652 -0.3676 -5.0126 0.2569 -0.2521 -0.3080 -0.34
H 0.7678 0.4319 -6.5459 0.2045 -0.0106 0.2298 0.35
H 0.0187 -1.6831 -3.4808 -0.5799 1.6425 -0.6461 -0.02
```
Forces are in eV/Å.

Calculated values
E = -180641.5479 eV
highest occupied orbital energy = -7.704 eV
orbital gap = 6.537 eV


Computed, not measured: a structure of composition C44H43ClF3N5SSbSiTl, with ωB97M-V/def2-TZVPD.

Structure (XYZ):
```
100
Properties=species:S:1:pos:R:3:forces:R:3:mulliken_charge:R:1
Tl 0.7119 -0.3943 -0.1099 0.3703 0.1951 0.2210 1.13
S -2.9118 -4.9195 5.4607 -0.0721 -0.0990 0.1090 0.20
N -2.1145 -3.5334 5.6223 -0.0130 0.0467 0.0616 -0.66
C -1.8169 -3.1223 4.4023 0.0206 -0.0140 -0.2388 1.07
C -1.1192 -1.8979 4.0613 -0.0133 -0.0536 0.1034 0.44
C -0.7077 -0.9716 5.0227 -0.0622 -0.0911 -0.0069 -0.96
C -0.1231 0.2026 4.6089 -0.0078 0.0284 0.0374 -1.01
C 0.0494 0.4066 3.2435 -0.0842 0.0801 -0.0505 -0.89
N -0.2811 -0.4894 2.3250 0.0463 0.0572 -0.0716 0.83
C -0.8632 -1.6324 2.7127 0.0528 0.0086 0.0333 0.09
C -1.2428 -2.5959 1.6673 -0.0062 -0.0103 -0.0426 -0.76
N -0.8545 -2.3570 0.3987 0.0373 0.2279 -0.1095 0.71
C -1.2188 -3.2082 -0.5537 0.0607 0.0464 -0.0385 -0.54
C -2.0159 -4.3225 -0.3233 -0.0185 -0.0446 -0.0173 -1.20
C -2.3982 -4.5939 0.9689 -0.0033 -0.0073 0.0677 -1.00
C -1.9888 -3.7337 1.9904 -0.0121 -0.1526 0.0381 0.63
C -2.2724 -4.0003 3.3884 0.1259 0.2451 0.0140 0.70
N -2.9106 -5.0571 3.8591 -0.0417 -0.0705 -0.0332 -0.65
H -0.8746 -1.1989 6.0683 -0.0043 0.0705 -0.0110 0.58
H 0.1912 0.9566 5.3177 -0.0259 -0.0046 -0.0317 0.53
H 0.4585 1.3426 2.8757 0.0730 -0.0404 0.0234 0.38
H -0.8488 -3.0024 -1.5492 0.0002 -0.0097 0.0027 0.51
H -2.3094 -4.9595 -1.1459 0.0410 -0.0008 0.0060 0.57
H -2.9945 -5.4621 1.2191 0.0067 0.0034 -0.0123 0.57
Cl -1.3911 -2.4032 -5.7186 -0.0415 0.0114 0.0008 -0.17
C -0.3571 -1.3027 -4.9000 0.0347 -0.0025 -0.0359 -0.39
C 0.5903 -0.5596 -5.5805 0.0333 0.0102 -0.0603 -0.21
C 1.3826 0.3124 -4.8500 0.0051 0.0425 -0.0409 -1.32
C 1.2092 0.3895 -3.4812 0.0115 0.0037 0.1268 -0.56
N 0.3048 -0.3390 -2.8216 -0.0949 -0.1537 0.0357 0.78
C -0.4768 -1.1528 -3.5277 0.0332 0.0287 0.0999 -0.68
H 0.6945 -0.6534 -6.6533 -0.0048 -0.0062 0.0126 0.51
H 2.1186 0.9329 -5.3432 0.0048 -0.0179 0.0161 0.54
H 1.8024 1.0726 -2.8824 -0.0001 -0.0195 -0.0321 0.86
H -1.2476 -1.6946 -2.9960 0.0037 0.0093 -0.0426 0.64
F -6.8820 0.6290 2.5858 0.0054 0.0009 0.0116 -0.32
C -5.7105 0.9299 2.0206 0.0181 0.0148 0.0036 0.16
C -4.8696 -0.1032 1.6489 0.0471 -0.0834 -0.0369 -0.81
C -3.6566 0.2157 1.0568 -0.0178 0.0999 0.0477 -0.36
C -3.3066 1.5477 0.8294 0.2320 -0.1231 0.1167 0.25
C -4.1639 2.5661 1.2366 -0.0064 -0.0817 -0.0070 -0.67
C -5.3773 2.2585 1.8362 0.0043 0.0826 -0.0188 -0.71
Sb -1.4782 1.9467 -0.1680 -0.3629 -0.0071 -0.4560 1.24
C -2.1409 1.6151 -2.1692 0.0094 -0.0575 0.0662 0.26
C -1.5134 2.2918 -3.2141 -0.0929 -0.0611 0.0034 -0.68
C -1.8195 1.9934 -4.5341 0.0491 0.0624 0.0262 -0.56
C -2.7542 1.0062 -4.7882 0.0130 -0.0038 0.0277 0.20
F -3.0165 0.6817 -6.0593 -0.0207 0.0300 -0.0241 -0.40
C -3.4136 0.3346 -3.7774 -0.0656 -0.0234 0.0656 -0.51
C -3.0966 0.6443 -2.4603 0.0330 0.0845 -0.0053 -0.64
C -1.4667 4.0648 -0.2643 0.2258 -0.1558 0.1368 0.11
C -2.4164 4.7252 -1.0435 0.0323 0.0087 0.0520 -0.24
C -2.3943 6.1071 -1.1454 -0.0633 -0.0221 -0.0353 -0.77
C -1.4134 6.8078 -0.4655 0.0027 -0.0301 -0.0125 0.19
F -1.3793 8.1359 -0.5760 -0.0138 0.0066 0.0132 -0.32
C -0.4645 6.1813 0.3197 0.0633 -0.0149 0.0611 -0.47
C -0.4955 4.7979 0.4153 -0.0798 0.0115 -0.0366 -0.79
H -5.1745 -1.1275 1.8214 0.0075 0.0209 0.0019 0.55
H -2.9798 -0.5850 0.7715 -0.0503 0.0048 -0.0149 0.52
H -3.8926 3.6042 1.0892 -0.0298 0.0027 -0.0019 0.43
H -6.0640 3.0314 2.1554 0.0097 -0.0192 -0.0025 0.50
H -0.7868 3.0701 -3.0038 0.0082 -0.0160 -0.0391 0.59
H -1.3495 2.5111 -5.3608 -0.0153 -0.0098 0.0167 0.51
H -4.1554 -0.4135 -4.0263 0.0082 0.0228 -0.0011 0.49
H -3.6139 0.1282 -1.6588 -0.0183 -0.0043 -0.0310 0.48
H -3.1757 4.1650 -1.5758 0.0028 0.0234 -0.0246 0.60
H -3.1196 6.6433 -1.7430 0.0163 -0.0025 0.0127 0.46
H 0.2774 6.7748 0.8372 -0.0145 -0.0105 -0.0137 0.48
H 0.2438 4.2956 1.0291 0.0198 0.0224 -0.0093 0.29
C 4.2151 0.3260 -1.5797 0.1076 0.0172 -0.1081 -1.14
Si 3.7639 -0.5641 -0.0299 -0.9045 0.0420 -0.1067 0.04
C 3.7482 -2.4369 -0.1575 -0.1276 -0.0989 0.0780 2.01
C 2.9556 -2.8659 -1.4046 0.1909 0.0038 -0.0381 -1.77
C 5.2125 -2.8957 -0.3234 0.0614 0.1267 0.0264 -1.78
C 3.1265 -3.1141 1.0710 0.0692 -0.0243 -0.0367 -1.66
C 3.9698 0.4651 1.5221 -0.0072 -0.0571 0.1670 2.21
C 3.2010 1.7885 1.3796 0.1584 0.0343 -0.0239 -1.69
C 3.5003 -0.2612 2.7873 0.0609 0.0174 0.0121 -1.74
C 5.4773 0.7799 1.6452 0.0067 -0.0624 -0.1071 -1.77
H 5.3072 0.3410 -1.6789 -0.0400 -0.0030 0.0053 0.44
H 3.8735 1.3617 -1.5660 0.0473 -0.0082 0.0272 0.38
H 3.8076 -0.1661 -2.4623 0.0582 -0.0181 0.0145 0.26
H 3.3561 -2.4339 -2.3242 -0.0413 -0.0199 0.0065 0.34
H 1.8976 -2.6046 -1.3335 -0.0097 -0.0393 -0.0178 0.20
H 3.0216 -3.9532 -1.4985 -0.0037 0.0216 -0.0064 0.55
H 5.6711 -2.4890 -1.2284 -0.0043 -0.0180 0.0332 0.42
H 5.2272 -3.9852 -0.4084 0.0273 0.0221 0.0029 0.45
H 5.8360 -2.6240 0.5330 -0.0218 -0.0270 -0.0230 0.42
H 2.0888 -2.8018 1.2288 0.0178 -0.0203 0.0209 0.16
H 3.6879 -2.9178 1.9824 -0.0230 -0.0364 -0.0054 0.35
H 3.1279 -4.1962 0.9137 -0.0291 0.0216 -0.0019 0.56
H 2.1244 1.6361 1.2750 0.0018 0.0374 0.0312 -0.02
H 3.5479 2.3804 0.5301 -0.0361 -0.0039 0.0133 0.38
H 3.3697 2.3851 2.2809 -0.0115 -0.0003 -0.0260 0.56
H 2.4520 -0.5614 2.7286 0.0443 -0.0194 0.0080 0.25
H 3.6133 0.4110 3.6434 -0.0326 -0.0190 -0.0221 0.62
H 4.0995 -1.1473 2.9934 0.0041 0.0297 0.0296 0.34
H 5.8453 1.3683 0.8012 0.0089 -0.0198 0.0368 0.41
H 6.0852 -0.1252 1.7305 -0.0074 0.0407 0.0125 0.42
H 5.6357 1.3672 2.5535 0.0231 -0.0088 -0.0281 0.44
```
Forces are in eV/Å.

Calculated values
net charge = +2
E = -104383.1853 eV
highest occupied orbital energy = -13.170 eV
orbital gap = 6.972 eV


Computed, not measured: a cluster of 7 separate species, C3H17NO8S in total in a non-equilibrium geometry, with ωB97M-V/def2-TZVPD.

Structure (XYZ):
```
30
Properties=species:S:1:pos:R:3:forces:R:3:nbo_charge:R:1
O 0.8090 -1.3703 -1.5559 1.4464 -1.7385 0.2037 -0.82
C 0.0656 -0.3929 -1.6917 -0.7711 1.0480 0.3560 0.79
O 0.0570 0.2906 -2.7297 -0.9557 0.8283 -0.1272 -0.79
C -0.7596 0.0110 -0.4051 -1.0496 -0.5432 -0.4830 -0.17
C -2.2841 0.3599 -0.6765 1.0314 0.0434 1.3958 -0.53
S -3.0561 1.6103 0.4399 0.2177 -0.3813 -0.0859 -0.77
N -0.0027 1.1197 0.2074 1.2391 -2.2451 -2.2712 -0.89
H -0.7755 -0.8892 0.2420 0.4865 0.6136 0.0021 0.18
H -2.2759 0.6221 -1.6808 -0.2912 1.2228 -1.9611 0.19
H -2.9028 -0.5192 -0.6646 -0.0089 -0.7887 0.3232 0.18
H -0.3881 1.2432 1.0846 -1.4520 1.5400 1.6233 0.36
H -0.0700 1.8822 -0.4521 -0.1783 0.5856 0.6863 0.39
H 2.1331 1.6049 -2.6992 0.2981 -0.8889 0.2025 0.47
H 0.6778 2.0629 -2.9261 3.3840 0.6415 0.0062 0.51
O 1.6938 2.4092 -2.9322 -3.5065 0.2822 -0.2706 -1.00
H 1.5720 1.8979 2.2001 0.8520 0.9527 -0.3307 0.45
H 2.1417 1.7234 0.9239 -0.0914 -2.5170 -3.8083 0.48
O 2.2306 2.3169 1.5924 -0.5088 1.9413 4.2763 -0.93
H -0.9661 -0.0091 2.6453 0.2185 0.1810 -0.3690 0.46
H -2.4124 -0.2035 2.7856 -4.5849 1.7348 -2.5543 0.48
O -1.6429 -0.4386 3.1544 4.2424 -1.9117 2.9142 -0.94
H 1.9530 -0.8988 -0.3122 -0.2804 0.2311 1.3713 0.51
H 1.4523 -0.0727 0.8842 -1.0350 0.7764 -0.1985 0.48
O 2.0988 -0.7310 0.6755 1.7193 -0.4455 -1.6577 -1.00
H 1.1102 -2.7852 -0.4501 -1.0214 0.8710 -0.2289 0.52
H -0.1254 -3.3238 0.4773 1.2730 0.5151 -1.0191 0.48
O 0.6951 -3.5428 -0.0251 -0.9816 -2.0393 0.6887 -1.00
H 2.0104 -1.9821 1.5710 -0.1719 -0.2841 0.4523 0.49
H 1.5448 -3.4614 1.5505 0.5617 1.5691 1.2179 0.47
O 1.8219 -2.7294 2.1919 -0.0811 -1.7944 -0.3541 -1.05
```
Forces are in eV/Å.

Calculated values
net charge = -2
ΔE to the lowest compared entry with this formula, charge and spin = 203.18 kJ/mol
E = -32092.9913 eV
highest occupied orbital energy = -0.703 eV
orbital gap = 6.319 eV


Computed E_LUMO, in the same sequence as the records: -1.17 -6.20 5.62 eV.